1.
Entry from the Open Molecules 2025 dataset: a 8-piece molecular cluster, C38H102N7O10S overall in a non-equilibrium geometry (ωB97M-V/def2-TZVPD).

Structure (XYZ):
```
158
Properties=species:S:1:pos:R:3:forces:R:3:lowdin_charge:R:1
S 0.353163 -0.073292 -0.273995 1.9471 0.7130 1.1488 -0.037
O 0.401312 -1.021422 -1.329497 -1.1375 -3.5433 -4.0284 -0.480
O 1.647383 -0.226111 0.383163 2.0784 0.2400 2.1536 -0.505
O 0.251616 1.257883 -0.821864 -0.6786 2.9851 -1.0098 -0.482
O -0.725842 -0.330008 0.653302 -2.3576 -0.5733 1.7446 -0.489
C -5.995095 6.240332 -0.677074 0.8871 0.3251 0.8727 -0.108
C -6.796575 5.266858 -1.530507 0.5845 0.0224 0.4083 -0.216
C -5.782053 4.509492 -2.440174 -2.3074 0.0464 -0.7874 -0.080
N -6.301779 3.142410 -3.052147 1.2506 0.4149 0.8409 -0.235
C -6.597369 2.157328 -1.902677 0.2559 1.2997 -0.8680 0.043
C -5.138755 2.566915 -3.860235 0.1333 -0.7843 -1.8388 -0.098
C -5.684601 2.316474 -5.306126 0.3467 0.2139 1.1721 -0.143
C -7.163428 2.110710 -5.053061 -0.1388 0.5186 -0.5981 -0.155
C -7.461206 3.221328 -4.037627 -0.2937 -0.5137 0.4011 -0.084
H -6.519584 6.649689 0.186319 -0.4285 -0.1961 -0.1707 0.082
H -5.584357 7.119851 -1.172914 -0.2170 -0.1357 -0.5308 0.085
H -5.121583 5.745937 -0.252067 0.0634 -0.1753 0.0948 0.074
H -7.513767 5.882410 -2.073503 -0.0493 -0.4717 -0.4884 0.117
H -7.370975 4.628058 -0.859621 0.1234 -0.1965 -0.0872 0.099
H -4.806667 4.305963 -1.998231 -0.2851 -0.0635 0.1354 0.131
H -5.705406 5.189227 -3.288806 0.6420 -0.3640 -0.2685 0.134
H -5.678554 2.175907 -1.316567 -0.1479 -0.5388 0.0487 0.117
H -6.836014 1.200950 -2.367979 0.1208 0.0529 0.3374 0.107
H -7.418733 2.551466 -1.304257 0.0064 -0.1718 -0.2062 0.093
H -4.828386 1.587811 -3.495359 -0.1623 0.2646 0.5980 0.132
H -4.247412 3.189736 -3.935738 -0.3347 0.3062 0.6454 0.133
H -5.182927 1.446591 -5.730063 -0.0539 0.1977 -0.1498 0.124
H -5.519474 3.203988 -5.917001 0.0320 -0.1351 -0.1455 0.121
H -7.367233 1.091257 -4.725534 -0.1355 0.1461 0.3600 0.120
H -7.720512 2.261503 -5.977733 -0.2232 0.0231 0.1564 0.129
H -8.394991 3.109557 -3.486588 0.0813 -0.0517 0.0256 0.137
H -7.487736 4.200530 -4.515710 0.3162 -0.0205 0.0330 0.140
C 2.780034 0.940883 -6.763332 1.6648 -1.0472 0.5937 0.009
N 3.296259 -0.007828 -7.862872 0.7150 0.1939 0.9226 -0.316
C 3.015318 0.782578 -9.113396 -1.4322 -1.1940 0.6144 0.002
C 4.870058 -0.191310 -7.847168 -1.8410 0.6709 -0.4337 0.056
C 2.496736 -1.353980 -7.656423 0.6952 1.0392 -0.8614 -0.060
C 2.720547 -2.327376 -8.777183 0.1453 -1.1735 -0.2939 -0.240
O 4.042758 -2.832406 -8.859668 0.3201 0.6032 -0.0579 -0.052
H 3.216846 1.935125 -6.857048 -0.3588 0.0028 -0.5920 0.108
H 3.230925 0.586190 -5.836520 -0.5403 -0.2639 0.2170 0.113
H 1.690873 0.902177 -6.745451 0.2765 0.1857 0.0117 0.111
H 3.071976 0.168261 -10.012012 0.4904 0.2411 0.0612 0.106
H 3.647857 1.669236 -9.070571 -0.2023 -0.1976 -0.4048 0.114
H 1.961270 1.001516 -8.942677 0.0122 0.6540 -0.7195 0.108
H 5.100284 -0.599136 -8.831434 0.1361 -0.4081 0.5029 0.092
H 5.206147 -0.778243 -6.992379 -0.1166 0.0871 -0.2769 0.114
H 5.245109 0.831280 -7.888960 0.1413 -0.0825 0.5757 0.099
H 1.434569 -1.113980 -7.608569 0.0602 0.2908 -0.0711 0.135
H 2.771576 -1.774480 -6.689082 0.3314 0.2294 -0.0606 0.147
H 2.465729 -1.963451 -9.772530 -0.5346 0.3341 0.2121 0.126
H 2.124324 -3.221480 -8.594982 -0.6091 0.2759 0.1294 0.135
H 4.335941 -2.528284 -9.721727 0.6258 -0.4398 -0.0164 0.091
C -4.306749 -8.020412 -0.311133 1.1272 0.3832 0.4916 0.024
N -4.059103 -6.533703 0.123099 -0.3416 -2.7281 1.3165 -0.305
C -5.177136 -6.261828 1.167536 0.6389 0.3106 -0.5704 0.013
C -2.728773 -6.472156 0.921122 -0.0997 0.9865 -1.8807 0.027
C -4.138562 -5.601562 -1.091127 -0.6805 0.3397 1.2819 -0.091
C -3.378151 -6.033260 -2.359282 -0.8298 0.7793 0.9255 -0.212
O -1.968096 -6.097723 -2.150584 -1.2540 -0.8127 -0.1286 -0.034
H -5.332220 -8.216327 -0.624386 0.1022 0.3904 0.0785 0.113
H -4.021509 -8.648582 0.532755 -0.4807 0.1951 0.2736 0.106
H -3.595291 -8.348093 -1.069126 -0.1115 0.5603 -0.2272 0.099
H -6.152625 -6.557796 0.781637 0.1576 0.3450 -0.2856 0.106
H -5.114836 -5.211500 1.452202 -0.1965 -0.0065 -0.2075 0.109
H -5.012980 -6.849830 2.070528 0.3490 -0.1395 -0.2845 0.104
H -1.949906 -6.880903 0.277383 -0.1374 -0.2827 0.1595 0.097
H -2.751065 -6.927801 1.911062 -0.4549 -0.0430 -0.3395 0.107
H -2.511180 -5.404475 0.949861 0.0398 -0.0023 0.5383 0.109
H -3.917224 -4.608487 -0.700082 0.6466 0.0514 -0.1031 0.138
H -5.221774 -5.540060 -1.195794 -0.0654 -0.1871 -0.8700 0.133
H -3.631803 -5.332928 -3.155095 0.0366 0.3722 0.1126 0.132
H -3.928439 -6.921509 -2.669570 1.2324 -0.6905 -0.2008 0.117
H -1.713196 -5.200069 -1.925101 0.4093 0.3115 -0.0673 0.106
C -6.755291 3.423263 9.835122 0.2018 -0.2170 -1.6286 0.054
N -6.557312 3.381462 8.268527 -0.7529 0.2196 -0.9746 -0.329
C -7.912565 3.096476 7.576166 0.9021 -0.3149 2.0798 0.027
C -6.187296 4.774579 7.767925 0.6903 -0.4178 1.2145 0.004
C -5.474285 2.326034 7.831841 -1.0652 0.7269 0.0227 -0.050
C -5.442805 1.904828 6.307491 1.1688 0.0146 2.0312 -0.224
O -4.897770 2.899041 5.464944 -0.7002 -0.2037 0.1326 -0.044
H -5.780995 3.304055 10.309086 -0.0719 0.1343 -0.1288 0.106
H -7.421337 2.613511 10.133080 0.1351 -0.0077 -0.1713 0.105
H -7.211121 4.381346 10.084890 0.1220 -0.0977 -0.0742 0.107
H -8.520078 3.933019 7.921449 -0.3118 -0.1784 -0.5949 0.110
H -8.253632 2.191519 8.078989 -0.3418 -0.1020 -0.4909 0.106
H -7.808182 2.972115 6.498323 0.0052 0.3301 0.2990 0.102
H -6.903699 5.520691 8.111708 -0.3965 -0.3779 -0.2054 0.107
H -6.086144 4.771973 6.682632 0.2084 -0.0546 0.2520 0.105
H -5.285894 5.025368 8.327100 0.3761 0.1036 -0.6168 0.109
H -5.666910 1.452031 8.454041 -0.2328 -0.1223 -0.1858 0.130
H -4.551559 2.758505 8.218673 0.1946 -0.0276 -0.5304 0.130
H -6.370345 1.421485 6.000657 -0.2420 0.4915 -0.2170 0.117
H -4.698829 1.108209 6.305539 -0.1834 -0.4422 0.3794 0.125
H -4.272339 2.387673 4.946344 0.2255 0.5902 -0.5248 0.100
C 7.252483 -9.657221 -2.878761 -0.4667 1.8616 0.7774 0.049
N 6.193038 -8.555229 -2.540320 -0.8867 -0.7978 -0.2058 -0.342
C 5.836522 -7.762774 -3.783539 -0.2216 -0.4688 -0.2817 0.010
C 4.976393 -9.355733 -2.017925 0.7445 0.5237 -0.2534 0.027
C 6.761930 -7.644334 -1.461840 0.1444 0.7036 -1.5700 -0.092
C 5.837584 -6.532804 -0.932602 0.1130 0.2963 0.2745 -0.179
O 5.610572 -5.429199 -1.887189 0.3267 -2.2123 0.8097 -0.060
H 6.888242 -10.256143 -3.713468 0.1709 0.0918 0.2033 0.115
H 7.402873 -10.200726 -1.945979 -0.1229 -0.3130 -0.3125 0.105
H 8.167426 -9.096246 -3.069257 0.0030 -0.3067 -0.4566 0.111
H 5.469363 -8.483256 -4.514421 -0.1097 0.0836 0.0431 0.107
H 6.683352 -7.246013 -4.235146 0.3529 -0.2825 0.4585 0.116
H 5.094638 -6.987593 -3.591800 -0.0268 -0.3515 0.3797 0.099
H 5.347647 -9.911070 -1.156600 -0.1871 -0.0222 -0.0659 0.108
H 4.654029 -10.038852 -2.803737 0.1151 0.0704 0.0687 0.109
H 4.138453 -8.724465 -1.722161 0.2952 0.1986 -0.1686 0.101
H 7.549721 -7.123701 -2.006292 0.3583 -0.0440 0.2111 0.137
H 7.225555 -8.345173 -0.767598 -0.3328 0.5645 0.6041 0.141
H 6.304685 -6.100142 -0.047898 0.4778 -0.1097 -0.0460 0.128
H 4.944087 -6.985955 -0.503166 -0.5599 0.1887 -0.5187 0.112
H 4.968258 -4.855323 -1.463256 -0.1364 0.2913 0.0292 0.098
C 4.590068 -0.378548 8.337498 -0.1612 -0.4814 -1.4993 0.040
N 3.487235 -0.947686 7.412365 -0.0069 -0.5479 0.0455 -0.312
C 4.159506 -1.891251 6.337053 0.2882 0.0996 1.0575 0.041
C 2.472120 -1.724798 8.270263 1.0186 -0.8120 -0.1546 0.004
C 2.635730 0.122434 6.758085 0.2158 1.2925 1.3501 -0.108
C 3.340174 1.402718 6.212165 -0.5332 -2.3178 0.5585 -0.208
O 4.200595 0.979068 5.186929 0.6203 1.0311 0.1890 -0.036
H 5.345874 0.016045 7.658415 0.0125 0.0854 0.1325 0.107
H 5.028792 -1.214041 8.882978 -0.2418 0.1696 0.1474 0.111
H 4.222718 0.430427 8.968937 -0.2683 -0.3636 0.0036 0.114
H 4.738134 -2.665341 6.841109 0.1405 0.3700 0.4848 0.102
H 4.835789 -1.298082 5.721519 -0.2367 0.1200 0.2376 0.097
H 3.507641 -2.499145 5.709632 -0.8376 0.7714 0.1719 0.111
H 3.069649 -2.551039 8.655500 -0.4849 -0.2869 -0.0084 0.106
H 1.599916 -2.044599 7.700105 0.4875 -0.2056 -0.4570 0.108
H 2.028040 -1.211673 9.123256 0.7103 0.7540 -0.1394 0.111
H 2.125698 0.502520 7.643241 -0.8279 -0.0723 -0.2624 0.124
H 1.991235 -0.478802 6.116810 -0.1641 0.7229 -0.3671 0.143
H 3.838769 1.864318 7.064456 0.9378 -0.2797 -0.2231 0.115
H 2.602754 2.184048 6.028211 -0.3689 -0.2922 -0.9846 0.130
H 3.751940 0.332368 4.637301 -0.2786 0.2612 -0.4126 0.099
C 3.896369 7.594352 0.696263 1.0869 0.4170 0.1808 0.018
N 4.829235 7.457698 -0.521668 0.3789 1.2596 0.0146 -0.296
C 5.550479 6.074123 -0.523490 -0.4630 1.1049 -0.4919 0.041
C 3.910110 7.651611 -1.695972 -0.1229 -1.6387 -0.2785 -0.027
C 5.879878 8.673189 -0.773937 -0.0332 -1.6002 1.0599 -0.039
C 7.055940 8.705440 0.182237 0.7562 1.0016 -0.0885 -0.259
O 6.669960 9.125745 1.450320 -0.9171 -0.1039 1.0345 -0.044
H 2.970825 7.049475 0.510287 0.2825 -0.1483 -0.0765 0.108
H 3.671974 8.646769 0.869899 0.0299 0.0003 -0.3568 0.108
H 4.396452 7.260584 1.605447 0.0571 -0.2398 -0.2549 0.105
H 4.850500 5.238590 -0.519796 -0.3941 0.3903 0.0948 0.110
H 6.202447 5.979534 0.344897 -0.1039 0.3541 -0.1206 0.102
H 6.112728 6.018774 -1.455650 0.1288 0.0825 0.1481 0.107
H 3.151057 8.421898 -1.559587 0.4046 0.1043 0.4103 0.116
H 3.409359 6.684773 -1.746673 -0.3152 0.1550 -0.5564 0.108
H 4.474908 7.851700 -2.606503 -0.0740 -0.1887 0.1324 0.105
H 5.298838 9.594462 -0.732211 -0.0638 -0.1622 0.2064 0.143
H 6.236842 8.529406 -1.793746 -0.0700 -0.2026 0.1108 0.127
H 7.746098 9.481498 -0.148678 -0.0262 -0.0303 -0.9696 0.137
H 7.698548 7.829138 0.267329 -0.4456 -0.5701 -0.4409 0.124
H 7.349632 9.711447 1.791780 -0.0855 0.0153 0.2598 0.107
```
Forces are in eV/Å.

The LUMO energy comes out at -6.59 eV. The calculation puts the HOMO-LUMO gap at 3.49 eV. Its total charge is +5. The calculation puts the total energy at -82747.4630 eV.

2.
Entry from the Open Molecules 2025 dataset: C31H46BrCrN3OP2 as an isolated structure in a non-equilibrium geometry (ωB97M-V/def2-TZVPD).

Structure (XYZ):
```
85
Properties=species:S:1:pos:R:3:forces:R:3:lowdin_charge:R:1
N -3.619906 0.192467 -6.182001 -0.3125 -0.7921 -0.4230 0.090
C -3.477043 -0.875163 -5.400747 0.4246 0.1857 0.6739 -0.094
C -2.662922 -0.851660 -4.257897 -0.2268 0.3392 -0.4689 0.008
C -2.027097 0.359011 -3.926069 0.3567 0.0493 -0.2537 -0.213
C -2.120169 1.459229 -4.816958 -0.2991 -0.7386 0.0095 0.012
C -2.936308 1.300732 -5.934307 0.5662 0.4119 0.4908 -0.108
C -1.578242 0.476795 -2.548667 -2.5354 0.7499 -1.2408 -0.176
Cr -0.338808 0.759821 -0.952216 -0.2388 -1.2042 0.3484 0.366
P -0.043876 1.701328 1.064933 -2.3248 -0.7327 1.8719 1.002
C -1.826420 1.767227 -1.870419 -0.4820 0.1054 -1.5815 -0.247
C -3.108176 1.975961 -1.144894 0.1012 -0.3064 0.2567 -0.216
C -3.607162 3.261901 -0.807249 0.4348 -0.3543 -0.0108 -0.036
C -4.619092 3.385007 0.138329 -0.1137 0.2084 -0.1487 -0.097
C -5.244247 2.252666 0.677474 1.5291 -0.8882 -1.2107 -0.750
C -4.877153 0.974904 0.208197 0.1614 0.6591 -0.3251 -0.095
C -3.851643 0.856066 -0.732896 -0.3101 0.3382 0.5709 -0.037
Br -6.524910 2.392718 1.956336 -1.0119 0.2354 1.0064 0.886
H -1.757108 -0.468764 -1.983383 -0.0293 0.7496 -0.4868 0.082
H -1.527139 2.669203 -2.430874 -0.1580 -0.5767 -0.0608 0.108
H -2.624318 -1.709677 -3.583509 0.0574 0.1983 -0.2427 0.122
H -1.634320 2.413757 -4.627716 -0.0822 -0.2254 0.0068 0.111
H -4.036589 -1.788974 -5.617781 0.0663 0.4320 -0.2288 0.124
H -3.056784 2.130592 -6.632219 -0.0641 -0.2544 0.1057 0.124
H -3.201952 4.155531 -1.311698 -0.0517 -0.4526 0.5341 0.139
H -3.684392 -0.108442 -1.195934 0.1656 -0.0487 0.2077 0.107
H -4.929276 4.375619 0.478361 -0.0276 -0.3055 -0.2556 0.120
H -5.382729 0.083673 0.561646 -0.1334 0.1622 -0.0474 0.111
P 1.738922 1.361535 -1.889792 1.1347 0.9908 -0.8125 0.935
C -1.324752 1.823924 2.385322 -0.5551 -0.3050 0.1607 -0.388
C -1.195559 2.967154 3.412595 0.0357 0.0627 0.0749 -0.105
H -1.323551 0.869612 2.926957 -0.1256 0.1776 -0.1278 0.077
H -2.287337 1.908936 1.866468 -0.0164 -0.0381 0.1676 0.069
H -1.998953 2.850269 4.158287 0.2997 0.0579 -0.2812 0.092
H -0.240018 2.948159 3.957294 -0.2262 -0.0467 -0.2210 0.081
H -1.310159 3.964030 2.964723 0.0256 -0.3807 0.0947 0.058
C -0.551285 3.359771 0.213514 1.7983 1.5212 -0.4282 -0.367
C 0.049928 4.699523 0.621356 -0.0299 0.4086 0.0804 -0.122
H -1.645296 3.428244 0.321185 0.5066 -0.8280 0.3702 0.064
H -0.347891 3.232081 -0.867691 0.0637 -0.0864 0.8112 0.017
H -0.003806 5.375837 -0.250026 0.1439 -0.1711 0.3575 0.091
H -0.540006 5.175419 1.418894 0.4759 -0.1882 -0.1532 0.073
H 1.096806 4.591582 0.927578 -0.2668 0.3036 -0.0140 0.079
C 0.798123 0.065619 1.844414 1.9195 0.5045 -0.0589 -0.333
C 1.505005 0.117269 3.181323 0.1502 0.1131 0.1435 -0.122
H 1.493899 -0.311520 1.078907 -0.2293 0.2855 0.2309 0.034
H -0.032654 -0.656713 1.910034 -0.1656 0.8998 -0.3851 0.074
H 2.072975 -0.820875 3.288943 -0.1537 0.2632 0.0615 0.093
H 2.217383 0.948481 3.220476 -0.1424 -0.2190 0.1982 0.085
H 0.795343 0.167232 4.017295 0.2630 0.1918 -0.1939 0.085
C 3.213270 0.672544 -1.033493 -0.1074 -0.1977 0.2237 -0.379
C 4.486804 0.550669 -1.878318 0.2181 -0.1029 -0.1113 -0.118
H 2.926747 -0.299727 -0.606293 0.2832 0.2129 -0.0511 0.053
H 3.400313 1.346942 -0.182462 -0.1603 -0.1693 -0.1268 0.096
H 4.432222 -0.284107 -2.591492 -0.0330 0.2735 0.1907 0.078
H 4.716532 1.465154 -2.445833 -0.1184 -0.2514 0.2232 0.079
H 5.339532 0.357669 -1.211847 -0.2432 0.0530 -0.2342 0.092
C 2.187934 3.155034 -1.982670 0.0857 -0.2087 0.2355 -0.352
C 1.548628 3.900242 -3.148424 -0.0667 0.2406 -0.1392 -0.125
H 3.286460 3.223759 -2.042134 -0.3373 -0.0675 0.0074 0.097
H 1.897271 3.594246 -1.015981 0.1287 -0.0577 -0.2812 0.059
H 1.955343 3.573731 -4.112843 -0.0737 0.0974 0.2390 0.081
H 0.460123 3.769875 -3.189727 0.0995 -0.0009 0.0592 0.060
H 1.743739 4.973529 -3.049315 -0.0340 -0.1960 -0.0754 0.092
C 1.826180 0.812929 -3.640899 -0.0929 0.1754 -0.1186 -0.367
C 1.616202 -0.685339 -3.869598 -0.0449 0.0015 -0.0479 -0.121
H 2.789677 1.151242 -4.054357 -0.2310 -0.1244 0.1631 0.101
H 1.044240 1.383759 -4.170595 0.2343 -0.1916 0.1431 0.080
H 1.763603 -0.903581 -4.936163 -0.0022 -0.0795 0.3595 0.097
H 2.316970 -1.293266 -3.280694 -0.0941 0.1041 -0.2499 0.066
H 0.591832 -0.988017 -3.611521 0.2237 0.0482 -0.0341 0.057
N 0.834694 -5.927748 1.296852 -0.6807 0.7977 -0.1180 0.179
C -0.276512 -5.142775 1.527693 -0.0811 -1.9443 1.2034 -0.455
O -1.095469 -5.443964 2.393072 0.7950 0.9539 -1.2615 0.093
C -0.386486 -3.881915 0.728150 0.0664 1.2100 -0.4300 -0.083
C 0.683718 -3.370034 -0.011404 0.2255 0.0706 -0.1703 0.032
C 0.604022 -2.112360 -0.608367 -0.8934 0.0515 0.3274 -0.095
N -0.493800 -1.314917 -0.477029 0.1650 -1.6913 0.8309 -0.068
C -1.560398 -1.822759 0.216756 1.0623 -0.2197 -0.4219 -0.083
C -1.536978 -3.082704 0.794375 -0.2472 -0.2160 0.2264 0.049
H 0.899866 -6.778169 1.833717 -0.0590 -0.0182 -0.0217 0.126
H 1.398939 -5.853737 0.465382 -0.1331 -0.0883 0.1680 0.096
H 1.615875 -3.930264 -0.111650 -0.3033 0.2904 0.0147 0.124
H 1.450322 -1.717544 -1.180628 -0.4332 -0.1423 0.1986 0.094
H -2.430188 -1.179318 0.328341 0.1691 -0.0694 -0.0652 0.112
H -2.421816 -3.431128 1.328982 0.3454 -0.0056 -0.0283 0.142
```
Forces are in eV/Å.

The LUMO energy (spin up / spin down) comes out at -7.14 / -7.90 eV. The calculation puts the HOMO-LUMO gap (spin up / spin down) at 6.33 / 5.35 eV. The spin multiplicity is 5. Its total charge is +2. The calculation puts the total energy at -156434.4470 eV. The expectation value of S² is 6.23.